{"formula": "C3H10N", "method": "ωB97M-V with the def2-TZVPD basis set", "homo_lumo_gap_ev": 5.7, "total_energy_ev": -4745.3747, "homo_ev": -13.1, "charge": 1, "largest_force_ev_per_a": 3.9, "species": ["C", "C", "N", "C", "H", "H", "H", "H", "H", "H", "H", "H", "H", "H"], "coordinates": [[-1.3911, 0.9996, 0.6386], [-0.5024, 1.4737, -0.4130], [0.4158, -1.2704, 0.4131], [1.5269, -1.5383, -0.4440], [-2.5570, 1.1876, 0.5318], [-1.0798, 0.0042, 0.8754], [-1.5489, 1.5769, 1.6012], [-0.9356, 1.5204, -1.4276], [0.6457, 1.7390, -0.5191], [0.1563, 0.8754, 1.0992], [-0.3439, -1.6669, -0.1904], [1.9251, -2.5645, -0.5986], [2.5248, -1.0882, -0.1161], [1.1641, -1.2486, -1.4505]]}

***

{"formula": "C23H19ClN2O2S", "method": "ωB97M-V with the def2-TZVPD basis set", "homo_lumo_gap_ev": 8.0, "smiles": "O=c1cc(CN2CCOc3c(Cl)cc(-c4csc5ccccc45)cc3C2)cc[nH]1", "total_energy_ev": -54588.5732, "homo_ev": -8.0, "largest_force_ev_per_a": 6.1, "species": ["O", "C", "C", "C", "C", "N", "C", "C", "O", "C", "C", "Cl", "C", "C", "C", "C", "S", "C", "C", "C", "C", "C", "C", "C", "C", "C", "C", "C", "N", "H", "H", "H", "H", "H", "H", "H", "H", "H", "H", "H", "H", "H", "H", "H", "H", "H", "H", "H"], "coordinates": [[-5.3420, 3.7444, -1.2253], [-4.3816, 3.8145, -0.5462], [-3.2525, 2.9723, -0.6418], [-2.2347, 2.8901, 0.3151], [-1.0952, 1.9167, 0.1133], [-1.5546, 0.6828, -0.5349], [-2.4004, -0.1862, 0.4101], [-2.7325, -1.5570, -0.0998], [-1.6411, -2.5957, 0.0249], [-0.3398, -2.2077, 0.2751], [0.4737, -3.0562, 1.0781], [0.2232, -4.7872, 1.4652], [1.6897, -2.5981, 1.5360], [2.1412, -1.2561, 1.2304], [3.3864, -0.8027, 1.7931], [3.6129, -0.8790, 3.1586], [5.1196, -0.2543, 3.7518], [5.5730, 0.1217, 2.0724], [6.8741, 0.6888, 1.6947], [7.1829, 0.7472, 0.2899], [6.1680, 0.3365, -0.5318], [4.9169, -0.1446, -0.1444], [4.6086, -0.2107, 1.1994], [1.4740, -0.4783, 0.3012], [0.2354, -0.9666, -0.1696], [-0.4278, -0.1194, -1.1903], [-2.1204, 4.0295, 1.1610], [-3.3140, 4.8016, 1.2780], [-4.5113, 4.3884, 0.6487], [-3.2526, 2.2067, -1.4475], [-0.6267, 1.7052, 1.1101], [-0.3150, 2.4598, -0.4184], [-3.2765, 0.3257, 0.7463], [-1.8536, -0.3347, 1.4170], [-3.6119, -1.9607, 0.4455], [-3.0913, -1.3246, -1.1327], [2.3455, -3.0718, 2.1689], [2.7487, -1.2302, 3.7235], [7.6783, 0.9457, 2.2543], [8.0534, 1.1403, -0.1147], [6.3710, 0.2470, -1.5909], [4.0920, -0.2870, -0.8108], [1.7471, 0.5232, -0.0154], [-0.7209, -0.6925, -2.1037], [0.3470, 0.6095, -1.5914], [-1.1044, 4.1736, 1.6496], [-3.1704, 5.8210, 1.7138], [-5.2911, 5.1096, 0.6842]]}